1.
DFT (ωB97M-V/def2-TZVPD) results for a structure of composition C15H22InN2S.

ORCA input file:
```
! wB97M-V def2-TZVPD RIJCOSX def2/J DEFGRID3
* xyz 3 1
C 3.396 -0.821 0.758
C 2.989 -0.364 -0.665
C 2.733 1.142 -0.725
C 1.535 1.683 0.067
C 0.203 1.680 -0.790
C -1.005 1.586 0.032
C -1.127 2.420 1.160
C -2.235 2.389 1.978
C -3.308 1.465 1.653
N -4.394 1.314 2.347
S -5.300 0.165 1.561
N -4.341 -0.140 0.361
C -3.232 0.645 0.504
C -2.137 0.640 -0.354
C -2.055 -0.175 -1.548
C -1.253 -1.543 -1.334
C -0.831 -1.825 0.101
C -0.033 -3.140 0.156
H 3.938 -1.785 0.788
H 2.480 -0.982 1.315
H 4.002 -0.078 1.268
H 3.841 -0.542 -1.354
H 2.131 -0.944 -0.995
H 2.709 1.493 -1.752
H 3.612 1.603 -0.279
H 1.725 2.699 0.384
H 1.367 1.048 0.931
H 0.141 2.628 -1.333
H 0.229 0.871 -1.511
H -0.340 3.114 1.399
H -2.307 3.036 2.842
H -1.579 0.404 -2.335
H -3.065 -0.435 -1.837
H -0.401 -1.504 -2.004
H -1.899 -2.331 -1.699
H -0.187 -1.027 0.477
H -1.727 -1.913 0.708
H -0.675 -3.994 0.323
H 0.675 -3.084 0.977
H 0.518 -3.257 -0.771
In 5.207 -2.140 -0.802
*
```

Computed properties:
molar mass: 377.24 Da
total energy: -1281.40514 Ha

natural (NBO) population analysis, charges in e, atoms 1 to 6: C -0.64; C -0.41; C -0.41; C -0.37; C -0.53; C 0.36

***

2.
DFT (ωB97M-V/def2-TZVPD) results for a cluster of 16 separate species, C6H42O15 in total.

ORCA input file:
```
! wB97M-V def2-TZVPD RIJCOSX def2/J DEFGRID3
* xyz 0 1
C -2.884 1.133 0.426
C -1.819 0.230 1.147
C -0.367 0.768 0.886
C 0.179 0.400 -0.430
C 1.832 -0.931 -1.611
C 1.161 -0.712 -0.475
H -2.541 1.538 -0.469
H -3.276 1.900 0.991
H -3.724 0.581 0.156
H -1.912 0.103 2.193
H -1.970 -0.806 0.838
H 0.324 0.260 1.622
H -0.149 1.893 1.095
H 0.608 1.356 -0.843
H -0.592 0.150 -1.178
H 1.825 -0.262 -2.461
H 2.506 -1.795 -1.750
H 1.157 -1.481 0.283
H 0.233 2.388 -2.590
H -1.142 2.266 -3.518
O -0.441 1.786 -2.955
H -0.193 -3.299 -3.239
H -0.932 -2.090 -3.705
O -0.384 -2.763 -4.055
H 0.320 -0.182 5.339
H 0.762 0.587 4.025
O 0.118 0.375 4.565
H 2.139 1.063 2.298
H 2.940 -0.020 2.938
O 2.331 0.649 3.197
H -1.953 -0.181 -2.323
H -2.779 -1.575 -2.524
O -2.057 -0.983 -2.860
H 1.335 -3.053 1.685
H 1.071 -3.213 3.199
O 1.471 -2.567 2.636
H 2.242 -1.155 -4.927
H 0.908 -1.868 -4.753
O 1.374 -1.088 -4.886
H -1.750 2.261 3.015
H -3.135 2.625 2.440
O -2.433 3.041 2.992
H 1.950 0.987 -4.142
H 0.987 1.296 -5.214
O 1.634 1.755 -4.556
H -0.655 -3.993 1.034
H -0.135 -5.322 0.570
O 0.174 -4.492 0.806
H -1.330 -1.414 3.775
H -0.026 -2.109 3.245
O -1.097 -2.194 3.373
H 2.453 1.913 -0.230
H 2.156 2.593 1.076
O 2.655 1.892 0.774
H 1.964 2.026 -2.733
H 2.894 3.281 -2.387
O 2.253 2.638 -1.974
H -2.787 -3.876 2.832
H -2.357 -2.671 1.998
O -2.767 -3.631 1.940
H -1.326 5.433 0.539
H -1.290 4.494 1.763
O -0.760 4.840 1.050
*
```

Computed properties:
molar mass: 354.39 Da
energy above the lowest of the compared OMol25 structures with the same formula, charge and spin: 353.80 kJ/mol
total energy: -1382.25202 Ha

natural (NBO) population analysis, charges in e, atoms 1 to 6: C -0.60; C -0.41; C -0.42; C -0.48; C -0.41; C -0.10

***

3.
DFT (ωB97M-V/def2-TZVPD) results for the molecule C6H9F.

ORCA input file:
```
! wB97M-V def2-TZVPD RIJCOSX def2/J DEFGRID3
* xyz 0 1
C -0.667 -1.676 -0.372
C -0.414 -0.660 -1.480
C -0.316 0.666 -1.381
C -0.442 1.331 -0.099
F -1.287 2.378 -0.211
C 0.229 1.324 1.044
C 1.219 0.260 1.358
H 0.263 -2.287 -0.164
H -1.434 -2.398 -0.697
H -0.929 -1.167 0.579
H -0.332 -1.084 -2.496
H -0.404 1.293 -2.286
H 0.013 2.075 1.844
H 2.156 0.608 1.778
H 0.848 -0.402 2.173
H 1.496 -0.262 0.410
*
```

Computed properties:
SMILES string: C/C=C\C(F)=C/C
molar mass: 100.14 Da
energy above the lowest of the compared OMol25 structures with the same formula, charge and spin: 65.91 kJ/mol
total energy: -333.83125 Ha

natural (NBO) population analysis, charges in e, atoms 1 to 6: C -0.67; C -0.12; C -0.30; C 0.35; F -0.35; C -0.25

***

4.
DFT (ωB97M-V/def2-TZVPD) results for the molecule C2H5N.

ORCA input file:
```
! wB97M-V def2-TZVPD RIJCOSX def2/J DEFGRID3
* xyz 0 1
C -0.996 -0.647 -0.469
C -0.204 0.349 -0.043
N 1.083 0.315 0.434
H -0.761 -1.701 -0.403
H -1.908 -0.373 -0.969
H -0.468 1.326 -0.463
H 1.609 -0.528 0.477
H 1.263 0.993 1.155
*
```

Computed properties:
SMILES string: C=CN
molar mass: 43.07 Da
energy above the lowest of the compared OMol25 structures with the same formula, charge and spin: 26.43 kJ/mol
total energy: -133.92336 Ha

natural (NBO) population analysis, charges in e, atoms 1 to 6: C -0.50; C 0.00; N -0.83; H 0.19; H 0.20; H 0.18

***

5.
DFT (ωB97M-V/def2-TZVPD) results for a structure of composition C31H27N4O3S2Sn.

ORCA input file:
```
! wB97M-V def2-TZVPD RIJCOSX def2/J DEFGRID3
* xyz 1 1
Sn 0.223 -0.228 0.124
C -1.081 4.081 -2.070
C -1.055 3.739 -3.411
C -0.746 2.436 -3.761
C -0.461 1.505 -2.761
N -0.482 1.855 -1.474
C -0.783 3.097 -1.140
C -0.111 0.102 -3.047
C -0.046 -0.402 -4.351
C 0.276 -1.723 -4.590
C 0.555 -2.583 -3.543
C 0.514 -2.104 -2.242
C 0.177 -0.793 -2.038
H -1.321 5.079 -1.744
H -1.268 4.474 -4.173
H -0.728 2.169 -4.804
H -0.776 3.322 -0.084
H -0.252 0.246 -5.188
H 0.311 -2.085 -5.608
H 0.809 -3.616 -3.727
H 0.731 -2.754 -1.411
O -0.529 4.088 3.736
C -1.738 3.528 3.609
C -2.803 4.125 4.291
C -4.077 3.610 4.202
C -4.326 2.479 3.429
C -3.286 1.869 2.766
C -1.982 2.374 2.839
C -0.934 1.688 2.088
O -1.203 0.527 1.598
N 0.218 2.297 1.937
N 1.091 1.669 1.136
C 2.288 2.110 1.004
S 3.344 1.399 -0.177
C 4.862 2.033 0.625
C 4.577 3.431 1.121
S 2.955 3.399 1.973
H 0.113 3.605 3.180
H -2.594 5.004 4.882
H -4.886 4.089 4.735
H -5.328 2.086 3.354
H -3.455 0.992 2.160
H 5.651 2.002 -0.123
H 5.106 1.364 1.451
H 4.527 4.159 0.312
H 5.324 3.752 1.846
C -2.429 -4.271 0.085
C -1.727 -3.133 0.770
N -1.625 -3.166 2.094
O -1.252 -2.215 0.103
H -2.810 -5.010 0.783
H -1.739 -4.744 -0.610
H -3.247 -3.865 -0.504
H -2.013 -3.904 2.654
H -1.171 -2.394 2.560
C 1.736 -1.489 0.994
C 2.764 -2.124 1.102
C 3.963 -2.857 1.272
C 5.185 -2.182 1.268
C 6.363 -2.894 1.379
C 6.332 -4.275 1.491
C 5.119 -4.945 1.513
C 3.932 -4.245 1.406
H 5.193 -1.106 1.164
H 7.313 -2.380 1.378
H 7.256 -4.830 1.553
H 5.106 -6.020 1.615
H 2.982 -4.758 1.417
*
```

Computed properties:
molar mass: 686.43 Da
energy above the lowest of the compared OMol25 structures with the same formula, charge and spin: 90.99 kJ/mol
total energy: -2652.72524 Ha

natural (NBO) population analysis, charges in e, atoms 1 to 6: Sn 1.96; C -0.25; C -0.14; C -0.22; C 0.20; N -0.49

***

6.
DFT (ωB97M-V/def2-TZVPD) results for a cluster of 7 separate species, C28H75N5O11 in total.

ORCA input file:
```
! wB97M-V def2-TZVPD RIJCOSX def2/J DEFGRID3
* xyz 0 1
C 6.516 7.328 19.690
O 5.280 8.069 19.591
C 4.352 7.801 20.669
C 3.115 8.801 20.640
C 3.458 10.267 20.655
N 2.280 8.482 21.830
H 7.091 7.665 20.552
H 7.082 7.631 18.810
H 6.447 6.241 19.753
H 4.086 6.746 20.732
H 4.930 8.103 21.543
H 2.537 8.502 19.766
H 3.840 10.592 21.622
H 2.693 10.972 20.330
H 4.226 10.472 19.909
H 2.302 7.476 21.920
H 2.885 8.847 22.552
C 5.046 2.655 14.027
O 3.989 1.928 13.456
C 4.332 0.585 13.032
C 5.270 0.550 11.757
C 4.592 1.188 10.567
N 5.505 -0.786 11.290
H 4.691 3.680 13.915
H 5.947 2.513 13.430
H 5.181 2.424 15.084
H 4.874 0.106 13.848
H 3.368 0.082 12.958
H 6.208 1.098 11.846
H 3.570 0.814 10.512
H 5.174 0.892 9.694
H 4.599 2.272 10.684
H 4.704 -1.394 11.382
H 5.642 -0.687 10.294
C -0.185 6.130 18.363
O -0.843 6.220 17.086
C 0.095 6.591 16.060
C 0.093 8.078 15.899
C -1.269 8.777 15.549
N 0.999 8.576 14.827
H 0.433 5.234 18.422
H -0.893 6.048 19.188
H 0.426 7.020 18.513
H 1.090 6.173 16.215
H -0.332 6.130 15.169
H 0.481 8.588 16.781
H -1.135 9.858 15.587
H -2.076 8.647 16.271
H -1.647 8.506 14.563
H 1.896 8.188 15.082
H 1.143 9.574 14.876
C 3.788 6.421 12.073
O 4.830 6.662 13.067
C 6.149 6.216 12.610
C 7.069 6.308 13.839
N 6.943 5.233 14.807
C 7.851 5.406 15.935
C 7.621 4.291 16.982
O 6.797 4.605 18.091
C 6.366 3.453 18.839
H 3.727 5.371 11.788
H 3.975 7.127 11.263
H 2.777 6.593 12.441
H 6.465 6.965 11.883
H 6.205 5.328 11.980
H 6.943 7.290 14.294
H 8.084 6.259 13.447
H 6.008 4.960 15.075
H 7.787 6.408 16.361
H 8.801 5.268 15.420
H 8.549 4.050 17.500
H 7.321 3.344 16.533
H 6.061 2.535 18.337
H 5.534 3.779 19.463
H 7.239 3.163 19.424
C 4.534 10.801 16.904
O 4.203 12.152 16.520
C 5.244 12.758 15.721
C 4.821 14.151 15.216
N 4.678 15.236 16.223
C 3.636 15.009 17.209
C 3.155 16.285 17.879
O 2.232 16.970 17.083
C 2.038 18.306 17.503
H 5.444 10.785 17.504
H 4.601 10.173 16.015
H 3.709 10.374 17.475
H 5.470 12.133 14.858
H 6.206 12.727 16.232
H 3.876 14.019 14.688
H 5.489 14.465 14.414
H 4.362 16.101 15.809
H 4.045 14.297 17.926
H 2.801 14.488 16.740
H 3.969 16.936 18.199
H 2.635 16.097 18.818
H 1.192 18.784 17.010
H 2.875 18.982 17.329
H 1.870 18.323 18.580
O 0.816 1.328 16.100
C 1.516 1.766 17.281
C 3.020 1.776 17.010
O 3.453 0.529 16.319
H -0.139 1.301 16.191
H 1.204 2.742 17.654
H 1.204 1.081 18.070
H 3.636 1.810 17.909
H 3.260 2.584 16.318
H 2.906 0.566 15.530
O 4.789 4.870 16.481
C 3.793 5.572 17.224
C 3.913 7.080 16.959
O 3.389 7.438 15.684
H 5.573 4.992 17.021
H 2.823 5.215 16.878
H 3.850 5.283 18.274
H 4.962 7.375 16.974
H 3.400 7.729 17.668
H 3.997 7.163 14.994
*
```

Computed properties:
SMILES string: COC[C@H](C)N.COC[C@H](C)N.COC[C@H](C)N.COCCNCCOC.COCCNCCOC.OCCO.OCCO
molar mass: 657.93 Da
energy above the lowest of the compared OMol25 structures with the same formula, charge and spin: 156.95 kJ/mol
total energy: -2212.95140 Ha

Löwdin population analysis, charges in e, atoms 1 to 6: C -0.08; O -0.23; C -0.17; C -0.42; C -0.06; N 0.04